[1]
Molecular formula: C8H7BO2
Method: DFT, ωB97M-V/def2-TZVPD

Charge: 0
Spin multiplicity: 3
Molar mass, g mol⁻¹: 146.0
Orbital gap (spin up / spin down), eV: 7.5 / 7.4
E, Eh: -484.19328

Positions of all 18 atoms, in Å:
B 2.122 2.069 -0.651
C -0.875 0.816 -1.549
C -1.820 -0.019 -1.278
C -0.520 -0.800 0.465
C 0.276 1.050 -0.876
C -1.674 -1.011 -0.322
C 0.487 0.136 0.145
C 1.727 0.289 0.875
C -2.697 -2.053 0.045
O 2.552 1.424 0.384
O 2.601 3.224 -1.152
H -0.411 -1.418 1.257
H 1.416 0.520 1.978
H 2.411 -0.424 0.929
H -2.375 -3.187 0.012
H -3.685 -2.002 -0.560
H -3.048 -1.959 1.133
H 3.513 3.344 -0.835

[2]
Molecular formula: C28H23BrN3O4PbS2
Method: DFT, ωB97M-V/def2-TZVPD

Charge: -1
Molar mass, g mol⁻¹: 816.7
Orbital gap, eV: 5.7
Relative energy (zero: lowest compared OMol25 entry of this formula, charge and spin), kJ/mol: 135.9
E, Eh: -5109.29798

Positions of all 62 atoms, in Å:
Pb 0.130 -0.188 0.720
Br -3.984 3.404 -3.923
C -3.691 2.138 -2.536
C -2.558 1.174 -2.738
C -2.126 0.502 -1.389
C -3.167 0.471 -0.294
C -4.287 1.197 -0.378
C -4.536 2.083 -1.514
N -2.648 -0.062 0.892
C -3.233 -0.301 1.979
C -2.428 -0.410 3.220
C -3.019 -0.767 4.421
C -2.257 -0.722 5.580
C -0.935 -0.335 5.497
C -0.411 -0.018 4.250
N -1.140 -0.049 3.141
H -2.930 0.428 -3.448
H -1.796 -0.520 -1.615
H -4.962 1.257 0.470
H -5.370 2.771 -1.463
H -4.322 -0.378 2.070
H -4.059 -1.069 4.441
H -2.697 -0.980 6.535
H -0.307 -0.281 6.376
H 0.626 0.286 4.123
C -1.112 3.600 -1.470
C -0.514 2.932 -2.669
C -1.231 1.728 -3.279
C -0.143 1.536 -2.238
C -0.898 1.319 -0.920
C -1.338 2.693 -0.519
C 1.124 0.818 -2.536
C 1.989 1.270 -3.568
C 3.159 0.617 -3.789
C 3.472 -0.537 -3.034
C 4.658 -1.286 -3.225
C 4.866 -2.435 -2.518
C 3.894 -2.880 -1.592
C 2.759 -2.159 -1.369
C 2.529 -0.957 -2.078
N 1.389 -0.247 -1.821
H -1.314 4.665 -1.423
H 0.109 3.503 -3.349
H -1.012 1.526 -4.322
H -1.831 2.897 0.429
H 1.721 2.145 -4.145
H 3.860 0.967 -4.540
H 5.394 -0.928 -3.936
H 5.775 -3.007 -2.660
H 4.064 -3.796 -1.040
H 2.030 -2.466 -0.630
C 1.200 -3.871 3.358
O 0.671 -2.567 3.236
H 1.866 -3.965 4.224
H 1.763 -4.166 2.468
H 0.374 -4.570 3.490
H 1.315 -2.034 2.726
O 3.994 -0.067 2.905
S 3.243 -0.108 1.664
O 4.025 0.054 0.454
O 2.386 -1.337 1.593
S 1.868 1.479 1.711

[3]
Molecular formula: C5H8O
Method: DFT, ωB97M-V/def2-TZVPD

Charge: 0
Molar mass, g mol⁻¹: 84.1
Orbital gap, eV: 10.7
SMILES: C1OC[C@H]2C[C@@H]12
Relative energy (zero: lowest compared OMol25 entry of this formula, charge and spin), kJ/mol: 232.1
E, Eh: -270.46950

Positions of all 14 atoms, in Å:
C -1.498 -0.032 -0.306
C -0.437 0.831 0.309
C 0.405 0.135 1.366
O 1.045 -0.967 0.712
C 1.027 -0.767 -0.682
C -0.138 0.117 -0.988
H -1.749 -0.941 0.257
H -2.382 0.447 -0.723
H -0.560 1.910 0.359
H -0.195 -0.273 2.194
H 1.172 0.796 1.785
H 1.119 -1.745 -1.156
H 1.834 -0.093 -1.270
H 0.357 0.582 -1.857

[4]
Molecular formula: CH18NO6
Method: DFT, ωB97M-V/def2-TZVPD

Charge: +1
Molar mass, g mol⁻¹: 140.2
Orbital gap, eV: 11.0
Relative energy (zero: lowest compared OMol25 entry of this formula, charge and spin), kJ/mol: 107.0
E, Eh: -554.84326

Positions of all 26 atoms, in Å:
C -0.111 -1.358 -3.350
N -0.262 -1.121 -1.893
H -0.869 -2.052 -3.750
H -0.481 -0.527 -3.928
H 0.900 -1.441 -3.683
H -1.269 -1.269 -1.751
H 0.101 -0.281 -1.442
H 0.229 -1.812 -1.289
H 0.440 4.232 2.403
H -0.751 4.785 1.942
O -0.228 3.985 1.745
H -0.796 -2.481 0.827
H -0.276 -0.989 1.213
O -0.236 -1.737 0.599
H -3.611 -2.942 -1.307
H -2.295 -3.446 -1.974
O -2.698 -2.710 -1.500
H 0.944 2.516 -0.938
H -0.257 2.616 -1.722
O 0.399 1.939 -1.494
H 1.944 1.952 4.606
H 2.104 0.393 5.192
O 2.194 1.027 4.479
H 1.615 0.781 2.926
H 1.899 -0.432 2.032
O 1.371 0.372 2.055